This record from OMol25 describes a 2-piece molecular cluster, C21H25N5O4S2 overall in a non-equilibrium geometry. The level of theory is wB97M-V/def2-TZVPD.

The geometry in XYZ format:
```
57
Properties=species:S:1:pos:R:3:mulliken_charge:R:1
S 2.589 -3.292 -6.302 -0.149
C 0.107 -0.924 -2.152 -0.497
O -0.180 -4.140 -2.069 -0.684
C -0.458 -1.682 -3.181 -0.180
C 1.320 -0.294 4.710 0.151
H -2.695 3.255 -0.855 0.359
H 2.981 0.071 5.712 0.296
C -1.002 1.864 2.369 0.675
C -2.218 2.869 0.035 -0.401
C -2.112 -1.205 4.946 -1.018
H 0.321 2.119 4.010 0.615
H 1.098 0.182 2.665 0.292
H -0.614 2.940 -2.369 0.225
H -2.779 0.643 2.552 0.230
H -2.223 0.748 -4.763 0.325
H 2.585 2.375 4.277 0.268
N 2.471 0.364 4.891 -0.180
N 1.581 -3.546 -3.742 -0.279
C -0.345 2.838 1.591 -0.326
H -2.639 -2.036 5.414 0.333
O -1.956 -2.695 3.128 -0.668
H -1.555 2.835 -3.837 0.199
H 3.552 -1.330 -7.574 0.399
C 3.094 -1.656 -6.647 -0.182
H 4.128 1.510 4.304 0.341
H -1.759 -1.676 -4.913 0.460
C -2.265 1.391 1.967 -0.200
H 0.768 -1.394 -1.428 0.397
O 1.015 -1.149 5.531 -0.672
C 0.413 0.027 3.496 -0.047
C 3.066 1.419 4.067 -0.778
N -0.465 -1.077 3.056 0.002
C -0.954 3.343 0.428 -0.740
C -1.311 -1.086 -4.115 -0.346
C -0.989 1.041 -3.026 1.050
H 1.747 -4.522 -3.911 0.329
H -0.458 4.107 -0.153 0.471
C 2.030 -2.728 -4.734 0.319
C -2.868 1.886 0.799 -0.832
N 2.235 -1.463 -4.496 -0.247
H -1.131 1.249 4.409 0.324
C -0.164 0.444 -2.079 -0.726
S -0.043 -3.431 -3.344 1.332
C -0.361 1.352 3.646 -1.053
H -2.824 -0.420 4.709 0.232
H 0.619 3.217 1.897 0.381
H -1.369 -0.835 5.642 0.332
C -1.571 0.282 -4.034 -0.654
H 3.051 0.224 -5.592 0.368
H -3.835 1.514 0.491 0.430
H 0.277 1.035 -1.284 0.266
H -0.217 -1.518 2.185 0.163
H 2.973 1.188 3.005 0.260
N -1.213 2.398 -2.986 -0.459
O -0.790 -4.088 -4.423 -0.700
C -1.477 -1.707 3.662 0.751
C 2.820 -0.837 -5.586 -0.556
```

The energy above the lowest of the compared OMol25 structures with the same formula, charge and spin is 257.7 kJ/mol. As for the structure (SMILES): CNC(=O)[C@H](Cc1ccccc1)NC(C)=O.Nc1ccc(S(=O)(=O)Nc2nccs2)cc1. The value obtained for the strongest force on any atom is 3.92 eV/Å. The charge is 0. Its spin multiplicity is 1. For the total energy, the calculation gives -2186.34493 hartree.